Entry 1:
Computed, not measured: a single C10H14N2S molecule in a non-equilibrium geometry, with ωB97M-V/def2-TZVPD.

The net charge is 0. As for the orbital gap: 8.2 eV. Its structure (SMILES) is CC[C@@]1(N(C)C)N=C1c1cccs1. The LUMO energy comes out at 0.0 eV.

Last column: natural (NBO) charge in e.
Atoms and positions in Å:
C  -2.59649  -0.28295  -1.35580  -0.596
C  -1.66169  0.97165  -1.31125  -0.405
C  -0.65537  1.10978  -0.06864  0.261
N  0.49663  1.89060  -0.46861  -0.477
C  0.45342  2.95659  0.57567  -0.409
C  1.83829  1.29328  -0.75896  -0.428
N  -1.00498  0.78678  1.23270  -0.416
C  -0.52870  -0.25901  0.68610  0.236
C  0.00259  -1.53085  0.79841  -0.370
C  0.13547  -2.38126  1.93122  -0.167
C  1.14708  -3.37380  1.60778  -0.251
C  1.55450  -3.27530  0.33896  -0.417
S  1.00051  -1.88761  -0.47971  0.557
H  -1.94094  -1.01482  -1.43943  0.188
H  -3.16546  -0.36430  -0.37926  0.201
H  -3.19499  -0.27625  -2.19590  0.209
H  -2.20130  1.89215  -1.35182  0.195
H  -1.15780  0.77595  -2.19805  0.200
H  0.79047  2.37485  1.53269  0.175
H  1.10979  3.75907  0.40220  0.197
H  -0.60608  3.24270  0.57993  0.208
H  2.34617  1.93458  -1.59401  0.198
H  2.58348  1.31976  0.13078  0.189
H  1.70625  0.41615  -1.35469  0.210
H  -0.40133  -2.27041  2.87572  0.241
H  1.50563  -4.09691  2.34362  0.233
H  2.44483  -3.71040  -0.07965  0.236



Entry 2:
Computed, not measured: a gas-phase ion, C10H14N3O (charge +1) in a non-equilibrium geometry, with ωB97M-V/def2-TZVPD.

The net charge is +1. As for the orbital gap: 9.3 eV. Its structure (SMILES) is NC1=N[N@@H+](CCc2ccccc2)CO1. The LUMO energy comes out at -2.8 eV.

Last column: natural (NBO) charge in e.
Atoms and positions in Å:
N  3.75367  -1.40043  -2.45837  -0.790
C  2.45692  -1.61873  -2.07668  0.707
N  2.01612  -1.56905  -0.79379  -0.406
N  0.63194  -1.86362  -0.88417  -0.241
C  -0.36425  -0.80610  -0.41278  -0.221
C  -0.23799  -0.45235  1.13524  -0.459
C  -0.87689  0.86752  1.43731  -0.039
C  -0.12639  2.05800  1.50941  -0.218
C  -0.79084  3.18542  1.91349  -0.188
C  -2.15125  3.14211  2.18991  -0.198
C  -2.89103  2.03133  1.91801  -0.169
C  -2.23794  0.85916  1.52248  -0.217
C  0.40253  -2.23936  -2.37677  0.078
O  1.56221  -1.96297  -2.98823  -0.441
H  4.26931  -0.76977  -1.85107  0.430
H  4.22572  -1.59026  -3.34455  0.446
H  0.34663  -2.50118  -0.13638  0.444
H  -0.36567  0.18833  -0.88482  0.255
H  -1.23832  -1.39354  -0.58523  0.205
H  0.87076  -0.22558  1.32644  0.242
H  -0.53227  -1.24124  1.88538  0.239
H  0.95413  2.06827  1.35525  0.217
H  -0.16649  3.98643  2.24207  0.223
H  -2.60691  4.10237  2.46451  0.227
H  -3.86495  2.09833  2.08988  0.212
H  -2.71993  -0.05588  1.32979  0.204
H  0.15694  -3.28094  -2.56956  0.223
H  -0.47576  -1.61630  -2.95676  0.233



Entry 3:
Computed, not measured: a gas-phase ion, C10H14N3O2 (charge +1) in a non-equilibrium geometry, with ωB97M-V/def2-TZVPD.

The net charge is +1. As for the expectation value of S²: 2.014. As for the orbital gap (alpha / beta): 6.9 / 6.6 eV. The LUMO energy (alpha / beta) comes out at -3.3 / -5.2 eV. As for the spin multiplicity: 3.

Last column: natural (NBO) charge in e.
Atoms and positions in Å:
C  -3.35353  -0.79459  -2.00680  -0.282
C  -3.29857  0.25592  -1.07314  -0.137
C  -2.16014  -1.45545  -1.95972  0.023
C  -2.00583  0.40176  -0.60486  -0.049
C  -1.72593  0.94299  0.67041  0.633
C  1.13523  0.31496  -1.20642  -0.480
C  0.08995  -0.88437  -1.09229  0.014
C  0.11686  -0.58686  1.46581  0.070
C  1.23034  0.44937  1.16712  -0.089
C  2.14018  0.17393  -0.09957  0.063
N  -1.27386  -0.72213  -1.15630  -0.362
N  -1.12310  0.04236  1.61682  -0.706
N  2.48341  0.34799  2.26919  -0.748
O  -2.17156  2.00162  1.06131  -0.531
O  3.08024  1.17637  -0.11790  -0.738
H  -4.23848  -1.13981  -2.45616  0.240
H  -4.19768  0.81647  -1.02792  0.251
H  -1.85588  -2.27882  -2.54638  0.227
H  1.80618  0.22529  -2.09347  0.230
H  0.65164  1.31671  -1.17675  0.239
H  0.54707  -1.90079  -1.12612  0.198
H  0.34982  -1.64914  1.49364  0.206
H  0.91113  1.51385  1.10871  0.260
H  2.53495  -0.86280  -0.23802  0.180
H  -1.37612  0.31009  2.59956  0.427
H  3.01683  1.18736  2.07622  0.465
H  2.90093  -0.68834  2.14580  0.456
H  2.13600  0.34357  3.23395  0.432
H  3.64991  1.14250  -0.92673  0.508



Entry 4:
Computed, not measured: 2 unconnected molecules or ions with the total composition C10H14N3P in a non-equilibrium geometry, with ωB97M-V/def2-TZVPD.

The net charge is 0. As for the orbital gap (alpha / beta): 7.4 / 7.4 eV. The LUMO energy (alpha / beta) comes out at -0.8 / -0.2 eV.

Last column: natural (NBO) charge in e.
Atoms and positions in Å:
C  0.85410  2.53859  -2.45646  -0.268
C  -0.39942  3.02123  -3.03483  -0.290
C  -1.59906  1.38531  2.21264  -0.288
C  -2.24452  0.19005  2.46821  -0.283
C  0.64403  1.37242  -1.79894  -0.059
C  -1.32794  2.10722  -2.60907  -0.034
C  -1.11302  1.33829  0.88420  -0.086
C  -2.11325  -0.56398  1.29771  -0.095
C  0.96920  -2.94142  0.06848  -0.497
C  1.64838  -0.74985  0.99483  -0.511
N  -0.72197  1.07398  -1.89461  -0.727
N  -1.41694  0.15237  0.37790  -0.638
N  1.25086  -1.48230  -0.22887  -0.285
P  -1.31801  -0.34257  -1.27377  1.041
H  1.70138  3.15677  -2.33249  0.216
H  -0.50342  3.69941  -3.76662  0.218
H  -1.45858  2.08211  2.94139  0.213
H  -2.70199  -0.11518  3.48307  0.231
H  1.28613  0.81572  -1.28999  0.219
H  -2.41918  2.11063  -2.72658  0.218
H  -0.57792  2.13464  0.30395  0.234
H  -2.46615  -1.46871  0.97813  0.202
H  0.63298  -3.01081  1.18236  0.188
H  0.17534  -3.43195  -0.70956  0.224
H  1.94296  -3.47729  0.01170  0.218
H  1.23645  -1.24113  1.96462  0.185
H  2.77957  -0.87062  1.05125  0.224
H  1.32285  0.32777  1.03571  0.230



Entry 5:
Computed, not measured: a molecular structure, C10H14NO7V in a non-equilibrium geometry, with ωB97M-V/def2-TZVPD.

The net charge is -2. As for the orbital gap: 3.2 eV. The LUMO energy comes out at 4.2 eV.

Last column: Löwdin charge in e.
Atoms and positions in Å:
O  15.48419  -34.33331  -11.20925  -0.452
V  14.09257  -33.62420  -11.49586  0.960
O  13.13932  -34.82772  -11.95212  -0.433
O  11.90269  -28.87911  -10.39524  -0.459
C  11.97630  -29.80010  -9.32959  -0.479
C  12.32581  -31.37833  -9.60086  -0.332
O  13.11098  -31.80325  -10.73724  -0.369
H  11.08295  -29.54248  -8.76068  0.041
H  12.74715  -29.59415  -8.58698  0.027
H  11.43935  -31.99422  -9.75251  0.058
H  12.61444  -31.72512  -8.60863  0.053
C  14.36024  -33.87900  -15.98254  -0.115
C  14.99812  -33.34910  -14.68024  -0.434
O  14.17548  -32.71268  -13.66322  -0.341
H  13.94960  -33.17710  -16.70836  0.053
H  13.60984  -34.56458  -15.58886  0.060
H  15.11508  -34.49833  -16.46702  0.046
H  15.84607  -32.71612  -14.94183  0.064
H  15.64735  -34.09732  -14.22550  0.073
C  20.42971  -29.42061  -13.74734  -0.110
C  20.08087  -30.76704  -13.63441  -0.099
C  18.99792  -31.26654  -12.91099  0.001
C  18.18648  -30.33904  -12.22337  -0.099
C  18.51383  -28.95410  -12.29583  0.015
C  19.61211  -28.53162  -13.10266  -0.095
N  16.99358  -30.80406  -11.43310  -0.341
O  15.98490  -30.05568  -11.53462  0.095
O  16.97130  -31.88306  -10.99265  0.102
H  21.23834  -29.20562  -14.43020  0.095
H  20.71333  -31.52714  -14.06876  0.093
H  18.69556  -32.30057  -12.83501  0.119
H  17.86673  -28.23090  -11.82186  0.110
H  19.82823  -27.47358  -13.11749  0.092



Entry 6:
Computed, not measured: a molecular structure, C10H14O8Tl in a non-equilibrium geometry, with ωB97M-V/def2-TZVPD.

The net charge is +1. As for the orbital gap: 4.7 eV. The LUMO energy comes out at -6.8 eV.

Last column: natural (NBO) charge in e.
Atoms and positions in Å:
Tl  0.80160  -1.75576  -1.60358  0.997
C  -5.56231  3.40942  0.10047  -0.076
C  -4.75002  2.21310  -0.05717  0.375
C  -5.55881  0.87089  -0.24334  0.354
O  -4.95042  -0.18886  -0.52824  -0.470
C  -7.02010  0.83299  -0.07274  -0.031
C  -7.65352  1.97787  0.27401  0.290
C  -6.92931  3.30933  0.21441  0.299
O  -7.56235  4.45114  0.25082  -0.417
O  -8.91345  1.80753  0.56589  -0.389
O  -3.52627  2.13433  -0.00647  -0.458
H  -5.07389  4.35674  0.27494  0.261
H  -7.48957  -0.13797  -0.01593  0.262
C  1.98576  -0.82699  4.55736  -0.074
C  0.43939  -0.73503  4.53968  -0.078
O  -0.07565  -1.62712  3.58235  -0.736
O  2.57674  -0.55801  3.32049  -0.733
H  2.35627  -1.78428  4.92399  0.162
H  2.31422  -0.09754  5.29771  0.163
H  0.18879  0.29137  4.27172  0.163
H  -0.00299  -0.91210  5.52001  0.180
H  -0.92820  -1.98080  3.84628  0.476
H  3.52597  -0.43939  3.40115  0.478
C  6.04574  -1.56702  -5.00340  -0.087
C  6.62563  -1.19709  -3.64499  -0.090
O  6.06079  -1.98124  -2.57562  -0.735
O  4.71463  -1.08739  -5.05679  -0.728
H  6.11989  -2.63852  -5.18912  0.172
H  6.58161  -1.09625  -5.82760  0.174
H  6.69560  -0.14849  -3.35575  0.183
H  7.67187  -1.49627  -3.70801  0.169
H  6.81316  -2.28964  -2.06530  0.474
H  4.47907  -1.10883  -5.98720  0.469



Entry 7:
Computed, not measured: a single C10H14OS molecule, with ωB97M-V/def2-TZVPD.

The net charge is 0. As for the orbital gap: 9.3 eV. Its structure (SMILES) is CC(C)(O)[C@H](S)c1ccccc1. The LUMO energy comes out at 0.7 eV.

Last column: natural (NBO) charge in e.
Atoms and positions in Å:
C  3.05662  0.13989  0.22518  -0.635
C  1.60544  0.27976  -0.24791  0.249
C  1.15980  1.74488  -0.12898  -0.634
O  1.48108  -0.16243  -1.58513  -0.728
C  0.67829  -0.60272  0.61375  -0.357
S  1.18205  -2.36837  0.41717  -0.037
C  -0.77518  -0.44039  0.27933  0.049
C  -1.62655  0.18923  1.17924  -0.250
C  -2.96712  0.35272  0.87827  -0.201
C  -3.47059  -0.11464  -0.32337  -0.220
C  -2.62755  -0.74700  -1.22187  -0.207
C  -1.28806  -0.91291  -0.92231  -0.228
H  3.39039  -0.88724  0.09685  0.229
H  3.14750  0.41162  1.27333  0.215
H  3.70390  0.79158  -0.35999  0.204
H  0.16084  1.86361  -0.54159  0.229
H  1.84414  2.38619  -0.68159  0.207
H  1.15235  2.05942  0.91091  0.211
H  2.11823  0.31540  -2.12612  0.472
H  0.85255  -0.35100  1.66359  0.225
H  0.23771  -2.83987  1.22986  0.125
H  -1.23818  0.55638  2.11943  0.207
H  -3.61884  0.84517  1.58538  0.210
H  -4.51762  0.01138  -0.55698  0.212
H  -3.01566  -1.11584  -2.15982  0.212
H  -0.62552  -1.40481  -1.61663  0.240



Entry 8:
Computed, not measured: 2 unconnected molecules or ions with the total composition C10H14OSi in a non-equilibrium geometry, with ωB97M-V/def2-TZVPD.

The net charge is 0. As for the orbital gap: 7.6 eV. The LUMO energy comes out at 0.3 eV.

Last column: natural (NBO) charge in e.
Atoms and positions in Å:
C  -1.70573  -1.43210  2.81576  -0.213
C  -0.41497  -0.97558  2.78425  -0.191
C  -2.37601  -1.59413  1.57336  -0.203
C  0.29405  -0.67689  1.63094  -0.211
C  -1.70524  -1.38608  0.40988  -0.211
C  -0.37523  -0.93647  0.46735  -0.500
C  0.98793  2.66411  1.21973  -0.461
C  0.91431  2.48668  -0.12281  -0.223
C  -0.13656  -0.63495  -3.67201  -0.239
C  1.77423  1.68850  -0.95281  -0.632
O  -0.28111  -1.22490  -2.44000  -0.919
Si  0.63224  -0.86897  -1.14317  1.556
H  -2.34048  -1.38241  3.72285  0.223
H  0.19117  -0.98038  3.75444  0.210
H  -3.26074  -2.16174  1.66115  0.211
H  1.22758  -0.00808  1.58661  0.245
H  -2.29194  -1.46098  -0.51551  0.227
H  0.40251  3.43722  1.65527  0.207
H  1.93713  2.28024  1.60278  0.184
H  0.06747  3.02389  -0.57741  0.195
H  -1.02028  0.11014  -3.78792  0.185
H  -0.04642  -1.46197  -4.52567  0.187
H  0.78650  -0.04515  -3.63504  0.174
H  2.75071  1.15508  -0.46196  0.198
H  2.05229  2.04779  -1.89383  0.200
H  1.93661  -1.66288  -1.15621  -0.201



ΔE to the lowest compared entry with this formula, charge and spin per entry: 136.8 62.9 39.3 49.5 29.9 65.3 0.0 84.7 kcal/mol
M per entry: 194.30 192.24 208.24 207.22 311.17 466.60 182.29 178.31 Da
Energy per entry: -896.95736 -628.63033 -703.75880 -894.89370 -1914.62288 -1163.34226 -862.87666 -754.04036 Eh